Entry 1:
Formula: C43H45BIrN8SSi
Source: OMol25
Level of theory: wB97M-V/def2-TZVPD

LUMO energy: -0.1253 hartree
highest occupied orbital energy: -11.031 eV
total charge: +1
ΔE to the lowest compared entry with this formula, charge and spin: 11.0 kcal per mole
spin multiplicity: 1
frontier orbital gap: 7.62 eV

Each line ends with the Mulliken charge.
Element x y z (Å)
Ir -0.259 0.352 0.411  1.791
C -2.506 3.711 0.304  -1.319
C -2.077 3.098 1.597  0.405
C -2.462 3.537 2.866  -1.471
C -1.890 2.653 3.754  0.886
C -1.987 2.633 5.243  -1.305
N -1.191 1.749 3.040  0.521
N -1.289 2.026 1.702  0.147
B -0.554 0.441 3.573  -0.530
N -1.302 -0.742 2.896  0.568
N -1.522 -0.688 1.549  0.161
C -2.650 -1.353 1.278  0.669
C -3.330 -1.403 -0.039  -1.475
C -3.121 -1.916 2.468  -1.521
C -2.265 -1.499 3.460  0.771
C -2.326 -1.758 4.926  -1.430
N 0.909 0.391 3.168  0.889
N 1.169 0.446 1.850  -0.524
C 2.476 0.671 1.694  1.017
C 3.109 0.850 0.360  -1.570
C 3.066 0.758 2.956  -1.609
C 2.042 0.577 3.865  0.800
C 2.079 0.574 5.354  -1.430
H -3.364 4.356 0.483  0.411
H -2.805 2.955 -0.421  0.273
H -1.724 4.333 -0.135  0.251
H -3.089 4.381 3.099  0.500
H -2.546 3.504 5.580  0.358
H -1.002 2.657 5.708  0.235
H -2.502 1.741 5.600  0.223
H -0.667 0.370 4.756  -0.088
H -2.969 -0.623 -0.696  0.059
H -4.396 -1.234 0.116  0.561
H -3.204 -2.375 -0.517  0.121
H -3.999 -2.530 2.578  0.635
H -3.052 -2.543 5.125  0.453
H -2.630 -0.866 5.473  0.161
H -1.357 -2.072 5.314  0.288
H 2.422 0.588 -0.447  0.076
H 3.987 0.214 0.256  0.349
H 3.417 1.887 0.221  0.350
H 4.107 0.918 3.173  0.512
H 3.109 0.658 5.694  0.432
H 1.656 -0.346 5.757  0.256
H 1.514 1.411 5.767  0.228
S -0.983 2.070 -5.864  -0.181
C -1.004 1.662 -4.165  1.146
C -1.386 0.362 -3.818  -1.262
C -1.393 -0.015 -2.499  -0.280
N -1.078 0.821 -1.492  0.594
C -0.705 2.069 -1.830  -1.313
C -0.646 2.523 -3.130  -1.163
C -0.244 3.689 -5.826  0.085
C -1.041 4.814 -5.701  -0.062
C -0.416 6.057 -5.671  -0.330
N 0.900 6.217 -5.753  -0.581
C 1.651 5.127 -5.889  -0.420
C 1.131 3.842 -5.939  0.028
H -1.645 -0.364 -4.577  0.495
H -1.641 -1.029 -2.223  0.376
H -0.441 2.727 -1.014  0.771
H -0.330 3.539 -3.317  0.360
H -2.116 4.731 -5.625  0.431
H -1.006 6.961 -5.576  0.381
H 2.720 5.287 -5.965  0.386
H 1.779 2.986 -6.068  0.401
C -2.436 -5.105 -1.052  -0.773
C -1.924 -4.842 0.211  -0.750
C -0.982 -3.839 0.386  -0.185
C -0.529 -3.063 -0.686  0.993
C -1.043 -3.365 -1.952  -0.269
C -1.984 -4.369 -2.137  -0.911
Si 0.728 -1.667 -0.419  -0.167
C 2.011 -2.322 0.809  1.422
C 3.326 -2.588 0.424  -0.450
C 4.265 -3.066 1.331  -0.908
C 3.905 -3.295 2.649  -0.788
C 2.602 -3.041 3.055  -1.217
C 1.674 -2.556 2.148  0.033
C 1.589 -1.501 -2.100  1.093
C 1.806 -0.302 -2.781  -0.198
C 2.440 -0.267 -4.016  -0.902
C 2.875 -1.444 -4.605  -0.783
C 2.679 -2.650 -3.947  -0.941
C 2.043 -2.674 -2.715  -0.170
H -3.168 -5.889 -1.192  0.395
H -2.254 -5.425 1.062  0.494
H -0.598 -3.666 1.383  0.197
H -0.681 -2.829 -2.823  0.355
H -2.356 -4.585 -3.131  0.433
H 3.633 -2.421 -0.602  0.376
H 5.278 -3.265 1.003  0.459
H 4.634 -3.670 3.355  0.398
H 2.310 -3.216 4.084  0.507
H 0.674 -2.337 2.503  0.046
H 1.478 0.640 -2.355  0.324
H 2.591 0.681 -4.518  0.462
H 3.368 -1.423 -5.568  0.425
H 3.021 -3.575 -4.395  0.459
H 1.894 -3.630 -2.223  0.595

=====

Entry 2:
Formula: C3H4N2O
Source: OMol25
Level of theory: wB97M-V/def2-TZVPD

LUMO energy: 0.0163 hartree
highest occupied orbital energy: -8.766 eV
total charge: 0
SMILES string: NC#[N+][O-].C#C
ΔE to the lowest compared entry with this formula, charge and spin: 138.1 kcal per mole
spin multiplicity: 1
frontier orbital gap: 9.21 eV

Each line ends with the Mulliken charge.
Element x y z (Å)
N -2.041 -0.318 -0.082  -0.460
C -0.766 -0.744 0.014  0.129
N 0.164 -1.448 0.104  0.486
O 1.325 -1.814 0.184  -0.652
H -2.382 0.197 0.719  0.270
H -2.296 0.098 -0.967  0.270
C 2.006 0.711 0.047  -0.336
C 0.967 1.315 -0.040  -0.506
H 2.935 0.194 0.123  0.374
H 0.101 1.933 -0.119  0.425

=====

Entry 3:
Formula: C2H6NO5S2
Source: OMol25
Level of theory: wB97M-V/def2-TZVPD

LUMO energy (spin up / spin down): 0.0824 / 0.0824 hartree
highest occupied orbital energy (spin up / spin down): -4.906 / -4.907 eV
total charge: -1
ΔE to the lowest compared entry with this formula, charge and spin: 35.2 kcal per mole
spin multiplicity: 1
frontier orbital gap (spin up / spin down): 7.15 / 7.15 eV

Each line ends with the Mulliken charge.
Element x y z (Å)
C 0.677 -1.640 -0.341  -0.689
C -0.010 0.167 1.143  -0.645
N 0.899 -0.273 0.194  -0.180
O -2.196 2.110 -0.961  -0.526
O 2.458 2.056 0.226  -0.558
O 3.067 0.230 -1.129  -0.588
O -3.212 0.600 0.662  -0.591
O -2.263 -0.335 -1.342  -0.536
S 1.981 1.155 -0.798  0.644
S -2.294 0.768 -0.449  1.013
H 0.667 -2.386 0.449  0.276
H -0.346 -1.664 -0.782  0.234
H 1.527 -1.892 -1.006  0.238
H -0.397 -0.488 1.916  0.363
H 0.438 1.056 1.618  0.319
H -0.997 0.537 0.602  0.226

=====

Maximum force in eV Å⁻¹, matching the order above: 0.2 1.0 3.4
Energy in eV, matching the order above: -79469.8125 -8197.8954 -35568.4758